(1)
The following is a quantum chemistry calculation of a structure of composition C4H5N3O, from the OMol25 dataset.

Results
Orbital gap: 9.44 eV
HOMO level: -8.522 eV
Energy relative to the best compared isomer or geometry (same formula, charge and spin): 117.3 kcal/mol
Molar mass: 111.1 g mol⁻¹

Structure (XYZ):
```
13
Properties=species:S:1:pos:R:3:lowdin_charge:R:1
O 1.0220 -1.7864 -0.5583 -0.01
N -0.1088 1.2436 0.3516 -0.30
N 1.1268 0.6168 0.2998 0.19
N -0.2225 2.5158 0.7928 0.07
C -0.7691 -0.7260 -0.2736 -0.12
C 0.6331 -0.5481 -0.1178 -0.36
C -1.2617 0.4822 0.0519 0.02
C -0.4293 -2.1528 -0.6526 -0.05
H 0.3351 3.0468 0.1159 0.10
H -0.5893 -2.9616 0.1411 0.14
H -0.6046 -2.4556 -1.7195 0.13
H -2.1591 1.1051 0.1112 0.12
H 0.2351 2.5912 1.6607 0.07
```



(2)
The following is a quantum chemistry calculation of an isolated molecule of C4H5N3O, from the OMol25 dataset.

Results
Orbital gap: 8.94 eV
HOMO level: -8.189 eV
Energy relative to the best compared isomer or geometry (same formula, charge and spin): 101.9 kcal/mol
SMILES string: O/N=c1\cc[nH]nc1
Molar mass: 111.1 g mol⁻¹

Structure (XYZ):
```
13
Properties=species:S:1:pos:R:3:lowdin_charge:R:1
O -2.9063 0.2547 -0.1572 -0.13
N 2.0759 0.0597 -0.0328 -0.06
N 1.6483 -1.2623 -0.0369 0.05
N -1.8663 -0.8480 0.1443 0.06
C -0.1881 0.9941 0.0915 0.00
C 0.3500 -1.3960 -0.0404 -0.07
C 1.2055 1.1393 -0.0066 -0.08
C -0.7248 -0.3698 0.2004 -0.35
H -3.7973 -0.2241 -0.2094 0.10
H 3.1081 0.1785 -0.1918 0.16
H -0.8042 1.8613 0.1606 0.08
H 0.0384 -2.4437 0.0196 0.11
H 1.8609 2.0562 0.0586 0.13
```



(3)
The following is a quantum chemistry calculation of a structure of composition C4H5N3O, from the OMol25 dataset.

Results
Orbital gap: 7.88 eV
HOMO level: -8.694 eV
Energy relative to the best compared isomer or geometry (same formula, charge and spin): 181.1 kcal/mol
Molar mass: 111.1 g mol⁻¹

Structure (XYZ):
```
13
Properties=species:S:1:pos:R:3:lowdin_charge:R:1
O -0.8737 -0.1674 -2.3456 0.08
N -2.0132 -0.6272 0.4614 0.04
N 0.8908 -0.1670 2.9151 0.10
N 1.7296 0.0643 -0.2214 -0.01
C 0.0642 0.0942 -1.6765 -0.26
C 0.2384 -0.0220 -0.1913 -0.23
C -0.6987 -0.2950 0.7439 -0.42
C -0.1202 0.0028 2.0253 -0.07
H 1.2310 0.2519 -1.9635 0.11
H -2.0610 -0.2313 -0.5870 0.12
H 2.1839 0.0351 0.7129 0.06
H -2.8557 0.0747 1.1358 0.23
H 2.2846 0.9867 -1.0091 0.25
```



(4)
The following is a quantum chemistry calculation of an isolated molecule of C4H5N3O, from the OMol25 dataset.

Results
Orbital gap: 10.57 eV
HOMO level: -10.011 eV
Energy relative to the best compared isomer or geometry (same formula, charge and spin): 90.5 kcal/mol
SMILES string: N#C[C@H]1C=NO[C@@H]1N
Molar mass: 111.1 g mol⁻¹

Structure (XYZ):
```
13
Properties=species:S:1:pos:R:3:lowdin_charge:R:1
O 1.1294 -0.9969 -0.9238 -0.10
N 0.5755 -1.8666 -0.0681 0.02
N -3.1635 0.6002 -0.3044 0.16
N 1.4828 1.1459 -0.1070 0.08
C -0.6704 0.1385 0.2196 -0.20
C -2.0685 0.3104 -0.1155 -0.19
C -0.4002 -1.3787 0.5687 -0.09
C 0.4945 0.4077 -0.6963 -0.33
H 2.3392 0.7849 -0.3621 0.06
H -0.5232 0.7123 1.2066 0.17
H -0.8483 -1.9796 1.3651 0.13
H 0.4167 0.7329 -1.7130 0.14
H 1.2360 1.3890 0.9302 0.14
```



(5)
The following is a quantum chemistry calculation of a cluster of 2 separate species, C4H5N3O in total, from the OMol25 dataset.

Results
Orbital gap: 9.24 eV
HOMO level: -8.513 eV
Energy relative to the best compared isomer or geometry (same formula, charge and spin): 48.5 kcal/mol
SMILES string: NC1=CC(=O)C1.N#N
Molar mass: 111.1 g mol⁻¹

Structure (XYZ):
```
13
Properties=species:S:1:pos:R:3:lowdin_charge:R:1
O 0.9786 -0.5202 2.4311 0.09
N -0.0523 0.3667 -1.9842 0.14
N -1.9350 -0.9801 0.9130 0.08
N -1.8788 -0.2867 1.7886 0.10
C 0.2563 0.0150 -0.7150 -0.39
C 0.5070 0.9535 0.4343 -0.07
C 0.2937 -1.1526 -0.0195 -0.01
C 0.5326 -0.2872 1.3551 -0.44
H -0.2326 -0.3578 -2.6561 0.10
H 0.2261 -2.1787 -0.3384 0.08
H -0.2818 1.6727 0.6631 0.11
H 0.1047 1.3121 -2.2934 0.10
H 1.4817 1.4433 0.4214 0.12
```



(6)
The following is a quantum chemistry calculation of a structure of composition C4H5N3O6S2, from the OMol25 dataset.

Results
Orbital gap: 7.47 eV
HOMO level: -1.693 eV
Energy relative to the best compared isomer or geometry (same formula, charge and spin): 0.0 kcal/mol
Molar mass: 255.2 g mol⁻¹
Total charge: -2

Structure (XYZ):
```
20
Properties=species:S:1:pos:R:3:lowdin_charge:R:1
S -1.5465 1.5496 -1.5061 0.30
S -0.3835 1.6290 1.0585 0.30
O -0.0736 0.7874 2.2680 -0.43
O -2.7758 2.1511 -0.9956 -0.38
O -1.4486 2.5856 1.3595 -0.37
O -0.5289 2.5388 -1.7921 -0.37
O -1.7921 0.7198 -2.7128 -0.43
O 0.7676 2.2340 0.5629 -0.34
N 1.0467 -3.1295 1.3752 -0.03
N 1.9216 -2.2004 1.9428 -0.02
N 1.1418 -1.3498 0.0564 -0.13
C 0.6724 -0.5176 -0.8964 -0.04
C 0.5489 -2.5686 0.2857 -0.17
C -1.0522 0.5164 -0.1808 -0.28
C 1.9274 -1.0854 1.1791 -0.10
H 1.2712 0.3017 -1.3232 0.11
H 2.4529 -0.2576 1.3873 0.08
H -1.9499 -0.1157 0.0787 0.11
H -0.1238 -0.9384 -1.5843 0.09
H -0.0756 -2.8503 -0.5625 0.12
```



(7)
The following is a quantum chemistry calculation of an isolated molecule of C4H5N3S, from the OMol25 dataset.

Results
Orbital gap: 8.88 eV
HOMO level: -9.149 eV
Energy relative to the best compared isomer or geometry (same formula, charge and spin): 68.7 kcal/mol
SMILES string: [H]/N=C1\C=CN=CSN1
Molar mass: 127.2 g mol⁻¹

Structure (XYZ):
```
13
Properties=species:S:1:pos:R:3:lowdin_charge:R:1
S -0.8356 -1.2619 -1.6249 0.91
N -0.8911 0.3706 -1.0451 -0.35
N 0.2788 2.3427 -0.9427 0.12
N -0.3309 -1.5660 1.0815 -0.01
C 1.0077 0.3765 0.3634 -0.05
C 0.2121 1.0777 -0.6302 -0.57
C -0.9154 -1.9503 0.0510 -0.48
C 0.8121 -0.6919 1.1620 -0.10
H -1.7885 1.0337 -1.1393 0.17
H -1.6607 -2.7924 0.2355 0.09
H 1.3114 -0.7811 2.1125 0.10
H 1.0832 2.6615 -0.3270 0.06
H 1.7168 1.1808 0.7033 0.11
```



(8)
The following is a quantum chemistry calculation of an isolated molecule of C4H5N3S, from the OMol25 dataset.

Results
Orbital gap: 8.92 eV
HOMO level: -9.109 eV
Energy relative to the best compared isomer or geometry (same formula, charge and spin): 46.6 kcal/mol
SMILES string: C=NNC(=S)CC#N
Molar mass: 127.2 g mol⁻¹

Structure (XYZ):
```
13
Properties=species:S:1:pos:R:3:lowdin_charge:R:1
S 2.8351 -0.5087 -0.3803 0.68
N -1.0207 -0.5954 0.1084 0.00
N -0.4598 2.7987 -0.8626 0.15
N 0.2589 -0.9117 -0.2484 -0.05
C 0.1477 2.0798 -0.1748 -0.23
C 0.9422 1.2193 0.6903 -0.20
C 1.3033 -0.0909 0.0076 -0.83
C -1.9158 -1.4182 -0.2360 -0.01
H 1.8476 1.7015 0.9733 0.09
H -2.9563 -1.1942 0.0154 0.08
H -1.7511 -2.3414 -0.7828 0.08
H 0.3233 1.0324 1.6013 0.14
H 0.4456 -1.7711 -0.7114 0.12
```



(9)
The following is a quantum chemistry calculation of a structure of composition C4H5NO, from the OMol25 dataset.

Results
Orbital gap (spin up / spin down): 8.18 / 7.50 eV
HOMO level (spin up / spin down): -7.826 / -7.051 eV
Energy relative to the best compared isomer or geometry (same formula, charge and spin): 188.1 kcal/mol
Molar mass: 83.1 g mol⁻¹

Structure (XYZ):
```
11
Properties=species:S:1:pos:R:3:lowdin_charge:R:1
O -0.6961 -0.1837 -2.2597 -0.06
N -0.8567 0.2737 -0.9612 -0.05
C 0.3665 0.5704 -0.4120 -0.32
C 0.1141 -1.7532 1.2826 0.10
C 0.3579 1.3045 0.8352 0.03
C 0.0617 -0.6761 0.7436 -0.12
H -0.5530 1.8522 1.0536 0.08
H 0.2412 -2.6644 1.8063 0.02
H 1.2813 1.3837 1.3975 0.08
H 1.2811 0.2677 -0.9304 0.15
H -1.5980 -0.3749 -2.5555 0.10
```



(10)
The following is a quantum chemistry calculation of a structure of composition C4H5NO, from the OMol25 dataset.

Results
Orbital gap: 8.88 eV
HOMO level: -8.084 eV
Energy relative to the best compared isomer or geometry (same formula, charge and spin): 121.4 kcal/mol
Molar mass: 83.1 g mol⁻¹

Structure (XYZ):
```
11
Properties=species:S:1:pos:R:3:lowdin_charge:R:1
O -0.8636 -0.1222 1.2650 0.00
N 1.4409 0.0982 0.2873 0.10
C 0.0000 0.3179 0.1714 -0.57
C -0.8301 -0.4907 -0.7774 0.02
C 0.7111 1.5625 0.1218 0.04
C -1.5944 -0.7633 0.2802 -0.10
H 1.8423 0.0316 1.2116 0.13
H 0.7816 1.8840 -0.9242 0.03
H -0.8287 -0.6355 -1.8470 0.10
H -2.5396 -1.2352 0.5154 0.12
H 1.7961 -0.6114 -0.3527 0.15
```



(11)
The following is a quantum chemistry calculation of an isolated molecule of C4H5NO, from the OMol25 dataset.

Results
Orbital gap: 9.62 eV
HOMO level: -8.925 eV
Energy relative to the best compared isomer or geometry (same formula, charge and spin): 49.4 kcal/mol
SMILES string: Cc1ncco1
Molar mass: 83.1 g mol⁻¹

Structure (XYZ):
```
11
Properties=species:S:1:pos:R:3:lowdin_charge:R:1
O -1.1645 0.1442 -0.1164 0.00
N 0.7020 -0.8001 -0.8823 0.12
C 0.1568 -0.6391 1.5112 0.00
C -0.6660 0.9593 -1.0784 -0.11
C -0.1892 -0.7818 0.0650 -0.40
C 0.4121 0.3407 -1.6134 -0.11
H 1.0463 -1.1657 1.8355 0.08
H 1.0749 0.7008 -2.3823 0.10
H 0.3945 0.4388 1.4613 0.10
H -0.6982 -0.7314 2.1782 0.08
H -0.8500 1.9882 -0.8378 0.12
```



(12)
The following is a quantum chemistry calculation of an isolated molecule of C4H5NO, from the OMol25 dataset.

Results
Orbital gap: 9.64 eV
HOMO level: -9.028 eV
Energy relative to the best compared isomer or geometry (same formula, charge and spin): 57.0 kcal/mol
SMILES string: C=C1C=NOC1
Molar mass: 83.1 g mol⁻¹

Structure (XYZ):
```
11
Properties=species:S:1:pos:R:3:lowdin_charge:R:1
O 1.6394 -0.3756 -1.0178 -0.12
N 1.8488 0.7966 -0.3224 0.06
C -0.2673 0.1113 0.2038 -0.28
C 0.4215 -0.9794 -0.5599 -0.14
C 0.8253 1.0698 0.3997 -0.10
C -1.5669 0.1777 0.4778 0.06
H -2.0168 0.9458 1.0955 0.06
H -2.2378 -0.5619 0.0522 0.07
H 0.8252 1.9837 0.9815 0.12
H 0.6843 -1.8199 0.0992 0.13
H -0.1558 -1.3482 -1.4096 0.13
```



(13)
The following is a quantum chemistry calculation of an isolated molecule of C4H5NO, from the OMol25 dataset.

Results
Orbital gap: 10.74 eV
HOMO level: -10.177 eV
Energy relative to the best compared isomer or geometry (same formula, charge and spin): 28.0 kcal/mol
SMILES string: C=C(C#N)CO
Molar mass: 83.1 g mol⁻¹

Structure (XYZ):
```
11
Properties=species:S:1:pos:R:3:lowdin_charge:R:1
O 1.8417 -0.2893 -0.0852 -0.04
N -2.9036 -0.6257 -0.0691 0.16
C -0.2247 1.5326 -0.0159 0.11
C -0.4742 0.2199 0.0253 -0.30
C -1.8386 -0.1938 -0.0023 -0.20
C 0.5531 -0.8457 0.0428 -0.24
H 0.4600 -1.4032 0.9584 0.13
H 0.3061 -1.5521 -0.7708 0.14
H -1.0234 2.2514 0.0330 0.08
H 2.4999 -0.9853 -0.0554 0.09
H 0.8035 1.8913 -0.0608 0.08
```



(14)
The following is a quantum chemistry calculation of a structure of composition C4H5NO, from the OMol25 dataset.

Results
Orbital gap: 8.94 eV
HOMO level: -8.524 eV
Energy relative to the best compared isomer or geometry (same formula, charge and spin): 110.5 kcal/mol
Molar mass: 83.1 g mol⁻¹

Structure (XYZ):
```
11
Properties=species:S:1:pos:R:3:lowdin_charge:R:1
O -0.0229 1.7178 -0.1182 0.07
N 0.4596 -0.4846 0.4983 0.03
C -1.4076 -0.3122 0.2057 -0.15
C -0.2822 0.5705 0.5673 -0.34
C -2.4964 -0.8012 -0.0101 0.10
C 1.7653 -0.4527 -0.1262 -0.08
H 1.9477 -1.4203 -0.5939 0.08
H -3.5189 -1.0669 -0.0270 0.01
H 1.8834 0.3473 -0.8610 0.08
H -0.8379 2.2259 -0.1977 0.12
H 2.5098 -0.3237 0.6629 0.09
```



(15)
The following is a quantum chemistry calculation of an isolated molecule of C4H5NO, from the OMol25 dataset.

Results
Orbital gap: 9.35 eV
HOMO level: -8.598 eV
Energy relative to the best compared isomer or geometry (same formula, charge and spin): 75.3 kcal/mol
Molar mass: 83.1 g mol⁻¹

Structure (XYZ):
```
11
Properties=species:S:1:pos:R:3:lowdin_charge:R:1
O -0.0660 -0.4347 -1.3556 -0.02
N -1.9548 -0.4005 0.0142 0.13
C -0.5861 -0.2656 -0.0638 -0.40
C 1.5355 0.4289 -0.0929 -0.21
C 0.3730 0.1015 0.7853 -0.06
C 1.2290 -0.1132 -1.4500 0.01
H 0.2853 0.4309 1.8063 0.11
H -2.2707 -0.5684 0.9587 0.10
H -2.3267 -1.0803 -0.6353 0.10
H 2.5736 0.4220 0.2345 0.11
H 1.2080 1.4793 -0.2016 0.14
```



(16)
The following is a quantum chemistry calculation of an isolated molecule of C4H5NO, from the OMol25 dataset.

Results
Orbital gap: 9.46 eV
HOMO level: -9.690 eV
Energy relative to the best compared isomer or geometry (same formula, charge and spin): 125.1 kcal/mol
Molar mass: 83.1 g mol⁻¹

Structure (XYZ):
```
11
Properties=species:S:1:pos:R:3:lowdin_charge:R:1
O 1.2574 -1.0937 -1.0824 -0.02
N 1.4007 -0.0506 1.1657 0.26
C -0.9323 1.1992 0.4941 -0.07
C 0.1451 -1.2685 -1.7888 0.14
C -0.2110 -0.0825 0.8132 -0.22
C 0.9290 -0.5112 0.1152 -0.47
H -1.1388 1.7583 1.4102 0.07
H -1.8862 0.9723 0.0001 0.08
H -0.3469 1.8324 -0.1787 0.08
H -0.7830 -0.8277 1.3672 0.12
H 0.5220 -1.7515 -2.7102 0.02
```



(17)
The following is a quantum chemistry calculation of an isolated molecule of C4H5NO, from the OMol25 dataset.

Results
Orbital gap: 6.98 eV
HOMO level: -7.684 eV
Energy relative to the best compared isomer or geometry (same formula, charge and spin): 99.0 kcal/mol
Molar mass: 83.1 g mol⁻¹

Structure (XYZ):
```
11
Properties=species:S:1:pos:R:3:lowdin_charge:R:1
O 2.0612 -0.9933 0.1444 0.09
N -0.1360 -1.2063 -0.2804 0.09
C 1.0458 -0.3416 0.0841 -0.43
C -1.3763 -0.8956 -0.2045 0.10
C 0.8319 1.0759 0.2639 -0.20
C -0.4130 1.6184 0.1985 -0.04
H -1.4596 0.2753 0.0643 0.05
H 0.1912 -2.1312 -0.5597 0.16
H -0.4071 2.7100 0.3665 0.01
H -2.0989 -1.6594 -0.4967 0.10
H 1.7791 1.5834 0.4767 0.09
```



(18)
The following is a quantum chemistry calculation of an isolated molecule of C4H5NO, from the OMol25 dataset.

Results
Orbital gap: 10.50 eV
HOMO level: -9.775 eV
Energy relative to the best compared isomer or geometry (same formula, charge and spin): 35.5 kcal/mol
SMILES string: O=C1C=CCN1
Molar mass: 83.1 g mol⁻¹

Structure (XYZ):
```
11
Properties=species:S:1:pos:R:3:lowdin_charge:R:1
O -1.4078 -1.7964 0.0536 0.07
N -0.6215 0.0968 -1.0524 0.05
C 0.1587 1.1170 -0.3724 -0.17
C 0.8617 0.2623 0.6743 -0.06
C 0.7374 -1.0510 0.4844 0.01
C -0.5118 -1.0530 -0.2784 -0.53
H -1.5144 0.2921 -1.4809 0.14
H 0.9951 -1.8309 1.2053 0.12
H 0.8922 1.5720 -1.0492 0.11
H -0.4473 1.9164 0.0822 0.12
H 0.8579 0.4747 1.7335 0.12
```



(19)
The following is a quantum chemistry calculation of a cluster of 2 separate species, C4H5NO in total, from the OMol25 dataset.

Results
Orbital gap: 8.46 eV
HOMO level: -7.794 eV
Energy relative to the best compared isomer or geometry (same formula, charge and spin): 117.4 kcal/mol
SMILES string: N=C=CO.C#C
Molar mass: 83.1 g mol⁻¹

Structure (XYZ):
```
11
Properties=species:S:1:pos:R:3:lowdin_charge:R:1
O -0.6358 0.1863 -2.3840 -0.03
N -0.4715 -2.1949 0.1433 0.15
C 0.0855 1.1637 1.4154 -0.02
C -0.4845 -1.1093 -0.4112 -0.21
C 1.2052 1.0461 1.0861 0.02
C -0.7322 0.0070 -1.0117 -0.25
H -0.9455 1.2161 1.5221 0.03
H 0.2640 -2.8127 0.4977 0.08
H -1.0723 0.9340 -0.5015 0.10
H 2.2417 1.1516 1.1657 0.02
H -0.5399 -0.7010 -2.8077 0.11
```



(20)
The following is a quantum chemistry calculation of an isolated molecule of C4H5NO, from the OMol25 dataset.

Results
Orbital gap: 9.77 eV
HOMO level: -9.113 eV
Energy relative to the best compared isomer or geometry (same formula, charge and spin): 75.3 kcal/mol
SMILES string: CC(=O)C#CN
Molar mass: 83.1 g mol⁻¹

Structure (XYZ):
```
11
Properties=species:S:1:pos:R:3:lowdin_charge:R:1
O 0.1377 -1.1723 0.7205 0.02
N 2.3046 0.3306 -0.4892 0.15
C -1.9614 -0.3321 0.0582 -0.03
C 0.1386 1.1605 0.5656 0.05
C 1.2411 0.7999 0.1007 -0.18
C -0.5282 -0.1738 0.4704 -0.52
H 2.6779 0.8950 -1.2292 0.11
H -2.0799 -0.0863 -1.0023 0.09
H 2.8964 -0.3644 -0.0526 0.13
H -2.2105 -1.3827 0.2245 0.08
H -2.6163 0.3256 0.6334 0.08
```